Molecular formula: C14H56ClFO14
Method: DFT, ωB97M-V/def2-TZVPD

Properties
HOMO level (eV): -0.3536
2S+1: 1
Charge: -2
E (eV): -59325.3008

Last column: Löwdin charge in e.
Cartesian coordinates (Å):
1 F 1.4470 -2.7659 3.5167  -0.741
2 Cl 0.3440 0.0425 0.0809  0.109
3 C 2.8308 2.9771 1.7168  -0.146
4 O 2.2087 1.7944 2.1452  -0.165
5 H 2.9964 2.9320 0.6404  0.068
6 H 2.1385 3.8066 1.8610  0.066
7 H 3.7796 3.0884 2.2417  0.079
8 H 1.6974 1.4106 1.4290  -0.044
9 C 0.7012 3.4134 -2.7638  -0.133
10 O 1.4970 2.4000 -2.1907  -0.160
11 H 0.2489 2.9697 -3.6508  0.078
12 H -0.0208 3.9011 -2.1090  0.075
13 H 1.4114 4.1746 -3.0866  0.078
14 H 0.9548 1.8290 -1.6416  -0.010
15 C 3.6804 0.2475 -1.6943  -0.184
16 O 3.7802 1.0460 -2.8426  -0.146
17 H 3.7135 0.9562 -0.8668  0.063
18 H 2.7582 -0.3244 -1.5912  0.043
19 H 4.5723 -0.3568 -1.5288  0.079
20 H 3.0403 1.6559 -2.7966  0.017
21 C -0.7717 -4.4152 2.0198  -0.181
22 O 0.4553 -5.0564 1.6480  -0.134
23 H -1.6150 -4.8794 1.5084  0.056
24 H -0.8045 -4.4063 3.1093  0.067
25 H -0.7977 -3.3529 1.7767  0.042
26 H 0.1550 -5.6955 0.9977  0.044
27 C 3.7465 1.1070 5.2470  -0.177
28 O 2.5520 0.6057 4.6602  -0.122
29 H 4.4477 1.1231 4.4126  0.064
30 H 3.6456 2.1281 5.6148  0.057
31 H 4.1024 0.4756 6.0611  0.072
32 H 2.3469 1.2259 3.9567  0.023
33 C -1.2232 1.3159 3.2586  -0.180
34 O -0.4242 0.1370 3.4235  -0.124
35 H -1.5731 1.6543 4.2339  0.072
36 H -0.5779 2.0534 2.7813  0.043
37 H -2.1099 1.2276 2.6307  0.057
38 H -0.0682 0.0153 2.5404  -0.026
39 C 2.0877 -3.5156 -0.9133  -0.159
40 O 1.5793 -3.0562 0.3467  -0.150
41 H 1.9543 -4.5925 -1.0162  0.062
42 H 1.5772 -3.0347 -1.7477  0.042
43 H 3.1663 -3.3836 -0.9991  0.056
44 H 1.2416 -2.1694 0.2015  -0.046
45 C -2.0702 -3.9252 -2.5903  -0.154
46 O -2.3475 -4.7070 -3.7331  -0.132
47 H -1.0485 -3.5701 -2.4555  0.073
48 H -2.7564 -3.0838 -2.6875  0.073
49 H -2.3953 -4.4480 -1.6908  0.074
50 H -1.8190 -4.3826 -4.4660  0.066
51 C -2.9235 3.2305 -2.9007  -0.205
52 O -4.2139 2.9714 -3.3145  -0.125
53 H -2.3448 3.4652 -3.7941  0.069
54 H -2.9498 4.0785 -2.2164  0.065
55 H -2.4161 2.4109 -2.3919  0.079
56 H -4.4518 2.2637 -2.7111  0.017
57 C 0.4346 -0.9787 -3.8618  -0.156
58 O -0.6452 -0.3806 -3.1440  -0.152
59 H 1.3594 -0.4154 -3.7375  0.065
60 H 0.6042 -2.0026 -3.5287  0.049
61 H 0.2731 -0.9804 -4.9398  0.069
62 H -0.3100 -0.1014 -2.2889  -0.049
63 C -5.8481 0.0037 -1.6675  -0.110
64 O -4.8002 0.9877 -1.4347  -0.145
65 H -6.7124 0.4246 -2.1813  0.075
66 H -5.5184 -0.9312 -2.1206  0.074
67 H -6.1148 -0.2926 -0.6530  0.071
68 H -4.0758 0.5301 -1.0016  0.039
69 C -2.9760 -1.5548 1.2068  -0.130
70 O -3.0003 -0.4872 0.2702  -0.179
71 H -2.9057 -2.4359 0.5689  0.067
72 H -2.1050 -1.4377 1.8515  0.073
73 H -3.9277 -1.6475 1.7301  0.078
74 H -2.0762 -0.3284 0.0642  -0.031
75 C 3.8400 -1.2178 1.9629  -0.177
76 O 3.7757 -2.5940 1.6058  -0.117
77 H 3.2436 -0.5847 1.3059  0.044
78 H 3.5273 -1.0807 2.9980  0.060
79 H 4.8309 -0.7651 1.9274  0.059
80 H 4.6060 -2.6117 1.1241  0.049
81 C -1.4259 4.1776 1.1001  -0.135
82 O -2.4830 4.8743 0.3903  -0.140
83 H -1.4497 4.4570 2.1534  0.075
84 H -1.5124 3.0917 1.0618  0.055
85 H -0.4603 4.4020 0.6470  0.071
86 H -3.2823 4.8661 0.9219  0.064